<A>
{
  "formula": "C3H6N3",
  "method": "ωB97M-V/def2-TZVPD",
  "symbols": ["C", "C", "C", "N", "N", "N", "H", "H", "H", "H", "H", "H"],
  "coordinates": [[1.164, 0.882, -0.288], [-0.181, 0.496, 0.263], [0.968, -1.218, -0.732], [1.788, -0.077, -0.780], [-0.289, -0.787, -0.022], [-1.162, 1.235, 0.713], [1.379, 2.008, -0.235], [0.686, -1.486, -1.758], [1.227, -2.167, -0.343], [-0.988, -1.492, 0.212], [-1.056, 2.150, 1.096], [-2.137, 0.947, 0.821]],
  "total_charge": 1,
  "gap_ev": 10.9,
  "spin_multiplicity": 1,
  "smiles": "[NH2+]=C1C=NCN1"
}

---

<B>
{
  "formula": "C3H6N3",
  "method": "ωB97M-V/def2-TZVPD",
  "symbols": ["C", "C", "C", "N", "N", "N", "H", "H", "H", "H", "H", "H"],
  "coordinates": [[-0.831, -0.994, -0.292], [-0.397, 1.198, 0.338], [1.531, -0.293, -0.203], [-2.050, -0.498, -0.203], [-2.365, 0.584, -0.020], [0.041, -0.005, 0.073], [-0.554, -2.130, -0.267], [0.293, 1.954, 0.446], [-1.347, 1.388, 0.909], [1.596, -0.864, -1.226], [2.006, -1.022, 0.574], [2.076, 0.680, -0.129]],
  "total_charge": 1,
  "gap_ev": 8.8,
  "spin_multiplicity": 1
}

---

<C>
{
  "formula": "C3H6N3",
  "method": "ωB97M-V/def2-TZVPD",
  "symbols": ["C", "C", "C", "N", "N", "N", "H", "H", "H", "H", "H", "H"],
  "coordinates": [[1.798, 0.360, 0.177], [-1.266, -0.581, 0.639], [-0.553, 0.350, -0.322], [1.775, -0.915, 0.159], [0.631, 1.083, -0.111], [-0.565, -1.020, -0.454], [2.635, 0.933, 0.405], [-0.893, -0.752, 1.618], [-2.372, -0.636, 0.463], [-1.206, 0.980, -1.058], [0.638, 1.981, -0.490], [-0.623, -1.783, -1.026]],
  "total_charge": 1,
  "gap_ev": [8.5, 7.2],
  "spin_multiplicity": 1
}

---

<D>
{
  "formula": "C3H6N3",
  "method": "ωB97M-V/def2-TZVPD",
  "symbols": ["C", "C", "C", "N", "N", "N", "H", "H", "H", "H", "H", "H"],
  "coordinates": [[-1.903, -0.781, 0.129], [-1.766, 0.695, 0.013], [2.085, -0.747, 0.079], [-0.666, -1.289, -0.018], [-0.353, 0.866, -0.138], [0.151, -0.335, -0.140], [-2.373, 1.119, -0.795], [-2.147, 1.154, 0.937], [1.985, -1.658, 0.645], [2.375, -0.850, -0.953], [2.429, 0.130, 0.599], [0.183, 1.696, -0.358]],
  "total_charge": 1,
  "gap_ev": [7.0, 7.1],
  "spin_multiplicity": 1
}

---

Which structure loses on stability? <D> does.

---

<A>
{
  "formula": "C3H6N3",
  "method": "ωB97M-V/def2-TZVPD",
  "symbols": ["C", "C", "C", "N", "N", "N", "H", "H", "H", "H", "H", "H"],
  "coordinates": [[-1.829, 0.747, -0.003], [0.214, -0.259, 0.012], [1.694, -0.238, -0.002], [-0.551, -1.278, 0.007], [-2.308, -0.403, -0.006], [-0.465, 0.920, 0.005], [-2.478, 1.617, -0.013], [-0.505, -2.279, -0.023], [2.050, 0.118, -0.973], [2.121, -1.219, 0.191], [2.062, 0.456, 0.754], [-0.005, 1.818, 0.051]],
  "total_charge": 1,
  "gap_ev": 10.7,
  "spin_multiplicity": 1
}

---

<B>
{
  "formula": "C3H6N3",
  "method": "ωB97M-V/def2-TZVPD",
  "symbols": ["C", "C", "C", "N", "N", "N", "H", "H", "H", "H", "H", "H"],
  "coordinates": [[1.246, 0.419, -1.263], [1.708, -0.455, -0.262], [-0.168, 0.411, -0.992], [0.690, -0.768, 0.565], [-0.461, -0.269, 0.107], [-1.580, -0.692, 0.544], [1.892, 0.858, -1.951], [2.646, -0.855, -0.088], [-0.947, 1.015, -1.610], [0.696, -1.390, 1.298], [-2.269, -0.111, 0.203], [-2.122, -0.387, 2.705]],
  "total_charge": 1,
  "gap_ev": [7.7, 10.2],
  "spin_multiplicity": 1
}

---

Which structure loses on stability? <B> does.

---

<A>
{
  "formula": "C5H11NO",
  "method": "ωB97M-V/def2-TZVPD",
  "symbols": ["C", "C", "N", "C", "C", "C", "O", "H", "H", "H", "H", "H", "H", "H", "H", "H", "H", "H"],
  "coordinates": [[-0.045, -2.932, -0.291], [0.234, -1.451, -0.841], [-0.630, -0.539, 0.053], [-1.599, 1.629, 0.743], [-0.420, 0.903, -0.043], [0.886, 1.363, 0.507], [1.883, 1.473, -0.198], [-0.450, -2.945, 0.669], [0.804, -3.526, -0.528], [-0.762, -3.353, -1.048], [-0.138, -1.356, -1.848], [1.230, -1.034, -0.781], [-0.399, -0.810, 1.015], [-2.397, 0.859, 0.823], [-1.428, 1.868, 1.898], [-2.014, 2.591, 0.250], [-0.435, 1.200, -1.244], [0.998, 1.422, 1.551]],
  "total_charge": 1,
  "gap_ev": [11.1, 6.6],
  "s2": 0.762,
  "spin_multiplicity": 2
}

---

<B>
{
  "formula": "C5H11NO",
  "method": "ωB97M-V/def2-TZVPD",
  "symbols": ["C", "C", "C", "C", "C", "N", "O", "H", "H", "H", "H", "H", "H", "H", "H", "H", "H", "H"],
  "coordinates": [[0.357, 1.854, 0.410], [-0.336, 0.909, 1.410], [-0.743, -0.425, 0.774], [0.442, -1.244, 0.233], [0.114, -1.593, -1.219], [0.247, -0.545, -2.108], [-0.226, -2.674, -1.649], [0.690, 2.765, 0.898], [-0.420, 2.167, -0.301], [1.189, 1.331, -0.062], [0.241, 0.650, 2.295], [-1.235, 1.388, 1.783], [-1.254, -1.071, 1.489], [-1.474, -0.237, -0.017], [1.386, -0.713, 0.318], [0.569, -2.228, 0.674], [0.153, -0.768, -3.103], [0.300, 0.435, -1.825]],
  "total_charge": 1,
  "gap_ev": [11.9, 5.9],
  "s2": 0.779,
  "spin_multiplicity": 2
}

---

<C>
{
  "formula": "C5H11NO",
  "method": "ωB97M-V/def2-TZVPD",
  "symbols": ["C", "C", "C", "N", "H", "H", "H", "H", "H", "H", "C", "O", "C", "H", "H", "H", "H", "H"],
  "coordinates": [[0.825, 0.157, 2.019], [0.240, 1.318, 1.844], [1.117, -2.091, 1.345], [0.623, -0.948, 1.136], [1.474, -0.032, 2.847], [-0.455, 1.515, 1.032], [0.444, 2.106, 2.544], [0.924, -2.891, 0.638], [1.718, -2.267, 2.222], [0.062, -0.800, 0.286], [-0.686, -0.225, -2.060], [-0.870, -0.906, -0.897], [-1.063, 1.257, -1.960], [-1.256, -0.732, -2.843], [0.370, -0.318, -2.329], [-0.976, 1.716, -2.947], [-0.414, 1.782, -1.271], [-2.078, 1.360, -1.607]],
  "total_charge": 1,
  "gap_ev": [10.1, 8.3],
  "s2": 0.754,
  "spin_multiplicity": 2
}

---

Which structure loses on stability? <A> does.